Entry 1:
# C25H23N5Pd

A structure of composition C25H23N5Pd in a non-equilibrium geometry (ωB97M-V/def2-TZVPD, the Open Molecules 2025 dataset).

Atoms and positions in Å:
H (5.27334, -1.42141, -0.26174)
H (-7.69173, -2.38018, -2.77537)
H (2.48120, -4.22266, -1.94424)
C (0.65278, 1.29989, 3.20601)
C (0.47944, 1.20100, -2.43301)
C (-1.46896, 0.43911, 3.03590)
N (0.95107, 1.25543, -1.18707)
H (-1.24261, 2.36994, 5.84864)
C (2.02776, 1.99741, -0.89711)
C (4.01548, -2.90116, -1.19373)
H (1.05922, 2.58610, 4.92531)
H (4.83833, -3.47200, -1.60475)
C (2.20593, 2.65400, -3.18791)
Pd (0.30030, -0.09588, 0.43045)
H (2.60405, 2.14585, 3.05368)
H (3.58380, 3.26640, -1.65143)
H (-2.16390, -0.17265, 2.47396)
H (-6.98521, -0.01099, -2.81177)
H (-4.88106, 0.71466, -1.66339)
N (1.93723, -1.47356, -0.11028)
C (3.19395, -1.07587, 0.11394)
H (-2.86456, 0.87883, 4.65429)
N (-0.25000, 0.57350, 2.53071)
C (-6.73302, -2.07993, -2.37428)
C (-6.33973, -0.74820, -2.34261)
C (-1.86635, 1.04644, 4.26670)
C (-4.52740, -2.63967, -1.45115)
C (3.43619, 0.01611, 1.12308)
C (2.08085, 1.22358, 2.77122)
C (-0.96319, 1.86019, 4.93413)
H (-5.99506, -4.06883, -2.18888)
H (3.67336, -0.49854, 2.05680)
N (2.28360, 0.91569, 1.34755)
H (3.34146, 2.63344, 0.67238)
H (1.62157, 2.86893, 0.96415)
C (1.68978, -2.56647, -0.84150)
H (-0.39152, 0.58373, -2.60822)
H (2.51229, 0.42435, 3.39244)
C (2.35843, 2.16680, 0.56044)
N (-1.83842, -0.65422, -0.42322)
C (-5.08618, -0.34166, -1.79892)
C (0.30835, 1.99148, 4.41549)
H (-3.88504, -3.39951, -1.01903)
C (2.70804, -3.32740, -1.38350)
C (-4.14272, -1.29123, -1.39984)
H (0.65357, -2.84492, -0.98221)
C (2.69924, 2.69033, -1.88986)
H (4.32717, 0.58643, 0.84877)
H (2.70401, 3.20726, -3.97367)
C (4.26239, -1.76259, -0.44429)
C (1.06722, 1.91371, -3.46517)
H (0.63565, 1.88219, -4.45540)
C (-5.78395, -3.01995, -2.00183)
C (-2.86645, -0.92324, -0.86067)

Summary:
- LUMO (spin up / spin down): -12.10 / -16.13 eV
- 2S+1: 5
- Kohn-Sham gap (spin up / spin down): 7.794 / 3.755 eV
- Net charge: +4
- Expectation value of S²: 6.05

Atomic partial charges in e from the Löwdin method, atoms 1 to 4: 0.14, 0.17, 0.13, -0.13

***

Entry 2:
# C25H23N5PtS3

A structure of composition C25H23N5PtS3 in a non-equilibrium geometry (ωB97M-V/def2-TZVPD, the Open Molecules 2025 dataset).

Atoms and positions in Å:
C (-4.76169, 1.95936, 1.33472)
H (4.92108, 4.20479, -3.05609)
S (1.88416, 0.61471, -0.18081)
C (-3.67548, -0.11657, 0.82151)
H (-1.16840, 4.71151, 2.90765)
C (2.20869, -5.39224, 1.07275)
H (-1.46041, -4.04739, -0.65580)
C (4.32548, 3.50589, -2.48505)
Pt (-0.46593, 0.54181, -1.01677)
H (-4.70441, 3.02791, 1.49778)
H (-2.70485, -1.75589, 0.14620)
H (3.09738, 4.98181, -1.50043)
C (1.53685, -2.89577, 2.05244)
C (3.31714, 3.92581, -1.63693)
C (2.68531, -4.99285, 2.31131)
H (-1.45851, -3.69484, -2.28865)
S (1.03305, -2.10228, -2.55221)
C (5.64533, 1.54839, -3.38005)
C (-0.21682, -2.55055, -1.20080)
C (-1.36008, 2.08996, 0.04034)
H (0.35573, -1.45708, 0.39962)
C (-0.52097, -1.31454, -1.99182)
H (6.54458, 2.16229, -3.32094)
N (3.79408, 1.28250, -1.85278)
C (-6.00179, 1.34280, 1.37251)
H (5.32407, 1.51854, -4.42328)
H (-7.04084, -0.52306, 1.14078)
N (2.56641, 3.08694, -0.93777)
N (-0.89745, -3.76868, -1.44972)
C (-2.20746, 3.01811, 2.10309)
H (1.28628, -1.90711, 2.41999)
C (2.80440, 1.77682, -1.09304)
N (-2.55198, -0.88785, 0.63491)
C (-6.08143, -0.01992, 1.13062)
H (-1.73658, -0.37288, 0.28796)
C (-3.57846, 1.26278, 1.07785)
H (5.86246, 0.53584, -3.05048)
H (3.32280, -5.64873, 2.89097)
C (1.39166, -4.56173, 0.31856)
C (-0.43946, 4.14636, 0.96586)
S (-1.92130, -1.15894, -2.97921)
C (-4.93302, -0.73186, 0.84900)
C (4.54757, 2.13183, -2.53741)
H (-4.98254, -1.79702, 0.65069)
C (1.04206, -3.30237, 0.80820)
C (2.34900, -3.73323, 2.79231)
H (-2.88666, 2.95152, 2.94444)
H (2.48519, -6.36250, 0.67778)
C (-1.25165, 4.01726, 2.07968)
H (0.28058, 4.95216, 0.89031)
C (-2.32154, 2.07220, 1.07465)
H (-6.89041, 1.92069, 1.59287)
C (-0.50813, 3.19183, -0.03566)
H (0.14000, 3.30381, -0.88926)
H (1.03723, -4.87881, -0.65077)
N (0.20244, -2.41709, 0.13353)
H (2.73725, -3.39443, 3.74487)

Summary:
- Energy relative to the best compared isomer or geometry (same formula, charge and spin): 132.37 kJ/mol
- LUMO (spin up / spin down): 1.70 / 1.36 eV
- 2S+1: 2
- Kohn-Sham gap (spin up / spin down): 6.322 / 6.130 eV
- Net charge: -1
- Expectation value of S²: 0.77

Atomic partial charges in e from the natural (NBO) method, atoms 1 to 4: -0.17, 0.21, -0.21, 0.29

***

Entry 3:
# C25H23N7O3SnTe

A structure of composition C25H23N7O3SnTe (ωB97M-V/def2-TZVPD, the Open Molecules 2025 dataset).

Atoms and positions in Å:
C (2.78583, -3.46619, -1.06563)
H (1.91851, 0.91876, 3.96573)
N (2.68143, 1.85443, 2.26851)
C (-1.72155, -3.79269, -3.26592)
O (-2.49586, 0.76845, -1.57572)
H (-4.88744, 7.08555, 1.01044)
H (3.77136, -4.57718, 0.47896)
C (-2.76048, -5.70436, -4.30241)
H (1.54910, -2.37882, -2.43728)
H (-2.51151, 6.66828, 1.53678)
H (-3.43342, -6.54983, -4.23924)
C (2.57171, 2.92613, 4.43571)
C (-3.16150, 3.92432, -0.29784)
H (4.60037, 3.65460, 2.97040)
N (-0.58723, -0.14596, 0.48590)
H (-1.39116, 4.62123, 0.67504)
H (-6.14909, 5.46967, -0.37043)
Te (-1.44624, -2.54325, -1.57947)
H (-0.49083, -4.37800, 0.75398)
C (-5.11015, 5.28512, -0.13282)
C (1.57233, -3.00720, -1.55466)
N (2.95756, -1.94221, 2.39408)
H (2.47463, 3.93648, 4.01413)
C (-1.21745, -4.35911, -5.55505)
C (-2.58266, -4.88251, -3.19900)
N (1.63336, 2.22385, 0.06778)
C (-1.04439, -3.53372, -4.45380)
C (2.82229, -4.24637, 0.07997)
C (-3.06708, 5.95913, 0.93799)
C (-4.40049, 6.19231, 0.64261)
C (1.64385, -4.57638, 0.72931)
N (-2.50013, 2.74716, -0.76600)
H (4.26369, 0.60777, 2.81905)
H (3.70584, -3.19270, -1.56573)
H (-0.38146, -2.67983, -4.51984)
H (5.69915, 2.43476, 3.65636)
Sn (-0.26888, 0.89593, -1.43518)
C (0.38605, -3.33950, -0.90713)
C (4.11768, 1.61798, 2.43087)
C (0.42696, -4.12580, 0.23766)
H (-3.11699, -5.09159, -2.28073)
C (-4.49631, 4.14250, -0.61656)
C (4.66040, 2.64888, 3.40975)
C (0.06121, -0.63415, 1.33771)
C (2.11880, 2.04771, 1.10798)
H (1.67000, -5.17477, 1.63070)
O (3.93761, 2.61263, 4.62691)
H (-0.68391, -4.14926, -6.47327)
O (-1.17879, 2.72275, -0.69382)
H (2.10497, 2.91056, 5.41977)
H (0.88196, 2.18205, 3.27856)
N (-3.18221, 1.77545, -1.19803)
C (-2.43150, 4.81963, 0.46824)
H (4.60271, 1.68309, 1.45887)
H (-2.21327, -6.08841, -6.33972)
C (1.91134, 1.91282, 3.51094)
C (-2.07621, -5.44546, -5.47989)
N (0.62340, -1.11551, 2.36643)
C (1.86739, -1.56060, 2.32291)
H (-5.03334, 3.43138, -1.22486)

Summary:
- Energy relative to the best compared isomer or geometry (same formula, charge and spin): 27.53 kJ/mol
- LUMO: 0.11 eV
- 2S+1: 1
- Kohn-Sham gap: 8.062 eV

Atomic partial charges in e from the natural (NBO) method, atoms 1 to 4: -0.20, 0.22, -0.47, -0.26

***

Entry 4:
# C25H24AsMnN3O10S2Si

A structure of composition C25H24AsMnN3O10S2Si (ωB97M-V/def2-TZVPD, the Open Molecules 2025 dataset).

Atoms and positions in Å:
H (1.73024, 4.78760, 3.18122)
C (3.08857, -5.38684, -1.83555)
C (1.87575, -5.54045, -2.48704)
H (-4.61509, -1.13917, -0.86668)
C (1.11854, -3.43104, -1.51516)
H (-6.99032, -2.88833, 2.22426)
O (1.55261, -0.77794, 0.75595)
C (-3.60115, -1.49885, 0.99718)
O (2.64537, 0.25500, 2.66403)
O (2.23537, 0.45813, -1.63906)
As (1.12631, 0.92483, -3.10198)
H (5.47136, 3.73570, 0.85236)
S (2.82722, -0.27396, 1.33524)
H (0.40401, 6.34977, 0.64386)
O (-6.84220, -1.76621, -1.50928)
N (0.03049, -2.54274, -1.44269)
N (-6.99316, -2.13677, -0.29456)
C (-0.95714, -2.96941, -2.20313)
O (-0.14290, 0.00108, -2.46845)
H (1.68164, -6.40273, -3.11274)
H (0.37747, 2.54944, -1.67719)
H (1.02618, 5.20118, -0.55605)
C (-3.70676, -1.97449, 2.30762)
H (-1.39331, 3.44770, 3.26787)
H (3.85977, -6.13857, -1.94925)
C (2.34124, -3.29119, -0.87088)
H (4.43035, 1.82236, 2.04840)
C (-2.27375, -1.03822, 0.48960)
H (-2.24877, 4.26855, 1.96335)
H (1.81132, 3.02401, 2.95687)
C (3.30984, -4.26705, -1.03686)
C (4.81188, 3.05444, 0.32958)
C (3.07199, 1.29896, -1.00705)
H (4.25284, -4.14244, -0.51992)
H (-2.30879, -1.47316, -1.92455)
O (0.74605, 2.58621, -2.58080)
C (-6.03509, -2.50154, 1.90271)
C (4.51617, 3.24338, -1.01438)
C (-1.32269, 4.25938, 2.54128)
C (0.22395, 5.38410, 0.16249)
H (-5.03742, -2.81444, 3.76325)
N (-2.11182, -2.35657, -2.41285)
C (1.72118, 3.98299, 2.43996)
C (0.91239, -4.55836, -2.31809)
O (-8.10111, -2.61041, 0.13971)
C (3.65845, 2.38311, -1.67149)
C (-5.91839, -2.04794, 0.57509)
S (-0.67268, -4.49429, -3.02375)
C (4.23695, 1.98795, 0.99676)
C (-4.93659, -2.45476, 2.74454)
O (-2.19223, -0.40871, -0.61699)
H (2.59811, 4.08923, 1.79756)
H (-0.71460, 5.44594, -0.39278)
H (-2.84668, -2.82360, -2.91135)
C (-0.06555, 1.29439, 0.09731)
C (3.37398, 1.10867, 0.34882)
O (3.86763, -1.27149, 1.18668)
Si (0.15493, 4.00820, 1.42771)
H (3.41837, 2.55199, -2.71245)
H (-2.83527, -1.96397, 2.94711)
C (-4.68877, -1.51850, 0.14059)
Mn (0.02148, -0.53374, -0.52504)
H (4.94886, 4.07598, -1.55713)
C (-0.00567, 2.41467, 0.56736)
H (2.53634, -2.44883, -0.23465)
H (-1.24052, 5.20515, 3.08454)
O (-1.21678, -1.31336, 1.10895)

Summary:
- Energy relative to the best compared isomer or geometry (same formula, charge and spin): 0.00 kJ/mol
- LUMO (spin up / spin down): 3.85 / 3.86 eV
- 2S+1: 6
- Kohn-Sham gap (spin up / spin down): 4.086 / 7.115 eV
- Net charge: -2
- Expectation value of S²: 8.85

Atomic partial charges in e from the natural (NBO) method, atoms 1 to 4: 0.22, -0.24, -0.23, 0.25